1.
Here is a 7-piece molecular cluster, C7H28O7 overall from OMol25. Energies are from ωB97M-V/def2-TZVPD.

E_tot: -22041.333 eV
E_HOMO: -9.46 eV
SMILES: CO.CO.CO.CO.CO.CO.CO
Kohn-Sham gap: 9.80 eV
ΔE to the lowest compared entry with this formula, charge and spin: 438.56 kJ/mol

ORCA input file:
```
! RIJCOSX wB97M-V def2-TZVPD def2/J DEFGRID3
* xyz 0 1
C -2.8535 1.1697 -0.0752
O -2.1994 2.0904 -0.9196
H -3.0005 0.2249 -0.5985
H -2.2498 0.8684 0.7808
H -3.7892 1.5955 0.2870
H -2.7123 2.2654 -1.7120
C 1.3896 -2.9044 -3.5776
O 1.9764 -4.1076 -3.9294
H 1.6520 -2.5174 -2.5930
H 1.6457 -2.1284 -4.2988
H 0.3246 -3.0474 -3.7604
H 1.7529 -4.1877 -4.8596
C -0.0192 2.3719 2.6769
O -0.8434 3.3141 3.4077
H -0.5253 1.9801 1.7945
H 0.8796 2.8829 2.3318
H 0.1752 1.4681 3.2544
H -1.2207 2.9881 4.2280
C -3.3953 -1.1572 3.0811
O -2.0095 -0.8187 2.8609
H -3.6001 -1.8712 3.8787
H -4.0373 -0.2873 3.2199
H -3.7101 -1.5657 2.1208
H -1.5105 -1.6306 2.7444
C -0.2579 -1.3469 -0.3370
O 0.3990 -0.5258 0.6753
H -0.9951 -1.9974 0.1336
H -0.7253 -0.8718 -1.1995
H 0.5637 -1.9971 -0.6374
H -0.1856 -0.4744 1.4350
C 1.0823 2.5084 -1.2362
O 0.2930 3.4917 -0.5950
H 1.0355 2.7101 -2.3064
H 2.1397 2.5951 -0.9863
H 0.7515 1.4989 -0.9921
H -0.5832 3.1008 -0.5597
C 3.7931 -0.8025 -0.8097
O 5.1566 -0.8101 -0.5379
H 3.4586 -1.4412 -1.6272
H 3.3186 -1.2717 0.0522
H 3.3158 0.1747 -0.8825
H 5.3197 -1.5367 0.0679
*
```

2.
Here is one molecule with the formula C4H8N2OS from OMol25. Energies are from ωB97M-V/def2-TZVPD.

E_tot: -20137.224 eV
E_HOMO: -8.97 eV
SMILES: C/N=C1\SCCN1O
Kohn-Sham gap: 9.62 eV
ΔE to the lowest compared entry with this formula, charge and spin: 348.30 kJ/mol

ORCA input file:
```
! RIJCOSX wB97M-V def2-TZVPD def2/J DEFGRID3
* xyz 0 1
C 0.7839 -1.5282 2.1361
C 0.3049 -0.3569 0.2022
C -1.2559 1.6801 -0.4702
C -0.8709 0.6026 -1.6175
H -0.0172 -0.8702 2.7046
H 0.6978 -2.5836 2.6630
H 1.7580 -1.1753 2.4612
H -2.3321 1.7930 -0.2599
H -0.6873 2.4885 -0.9114
H -1.5949 -0.3087 -1.8561
H -0.6737 1.2189 -2.5883
H 0.4170 -1.9680 -1.3244
N 0.8450 -1.3747 0.6762
N 0.4340 -0.0461 -1.1976
O 0.6220 -1.1091 -1.9849
S -0.3294 1.1149 1.0710
*
```

3.
Here is C20H35Al2Br2Cl6CsN2O4S2 as an isolated structure from OMol25. Energies are from ωB97M-V/def2-TZVPD.

E_tot: -283102.723 eV
E_HOMO: -6.54 eV
Kohn-Sham gap: 1.08 eV

ORCA input file:
```
! RIJCOSX wB97M-V def2-TZVPD def2/J DEFGRID3
* xyz 0 1
C 6.0027 -2.1034 1.3982
C 5.4434 -1.8313 -0.0010
C 4.9423 -0.3680 -0.1537
C 5.7984 0.3488 -1.1864
C 5.8182 1.8628 -1.1205
C 4.4171 2.5056 -1.4257
C 3.7314 3.0149 -0.2058
Al 1.7510 3.3207 -0.6393
Cl 1.3609 2.8594 -2.7434
C 1.3282 5.2663 -0.1603
N -0.0027 5.4791 -0.5968
S 0.2714 2.0225 0.4867
C 0.3088 0.5361 -0.5207
C -0.8283 0.4583 -1.4794
O -1.7203 1.2108 -1.5851
O -0.7277 -0.7242 -2.3461
C -1.1914 -1.8701 -1.5633
C -0.0928 -2.7937 -1.0782
C 1.1704 -2.6854 -1.9139
O 0.4006 -2.5517 0.2610
C -0.4965 -2.3639 1.2187
O -1.6860 -2.5317 1.0361
C 0.0593 -1.7982 2.4753
S -0.6338 -2.6823 3.8857
H 7.0739 -1.9386 1.4388
H 5.5285 -1.4693 2.1387
H 5.8525 -3.1314 1.7124
H 4.6012 -2.4941 -0.1523
H 6.2037 -1.9929 -0.7539
H 5.0450 0.1658 0.7853
H 3.9071 -0.4155 -0.4798
H 5.5303 0.0166 -2.1864
H 6.8181 0.0031 -1.0226
H 6.4863 2.2094 -1.9016
H 6.1896 2.1651 -0.1483
H 3.8110 1.7687 -1.9433
H 4.6958 3.3582 -2.1449
H 3.7970 2.3115 0.6223
H 4.1754 3.9634 0.0740
H 2.0070 5.8729 -0.7512
H 1.4693 5.4581 0.9008
H -0.1229 6.3526 -1.0892
H -0.6683 5.4130 0.1587
H 0.3231 -0.3082 0.1522
H 1.1872 0.5012 -1.1603
H -1.8577 -2.4776 -2.1933
H -1.8202 -1.4656 -0.7732
H -0.4459 -3.8119 -1.1889
H 1.6415 -1.7387 -1.6722
H 1.8774 -3.4466 -1.6138
H 0.9619 -2.7094 -2.9748
H 1.1314 -1.8910 2.4634
H -0.1521 -0.7308 2.5113
H 0.0437 -2.0561 4.8437
Cs -2.3505 -0.1528 -3.3285
Al -3.3720 -1.3059 1.2220
C -8.1587 1.4076 -1.3836
Cl -6.3849 1.3910 -1.4684
Cl -8.6629 2.4400 -0.0377
Cl -8.8091 2.0548 -2.8964
Cl -8.6916 -0.2753 -1.1166
N -6.3910 -1.9935 1.5909
C -5.4952 -2.0819 2.6262
C -6.1143 -1.6358 3.7708
C -7.4375 -1.2834 3.4143
C -7.5730 -1.5258 2.0665
H -6.2017 -2.2494 0.6186
H -4.5045 -2.4789 2.4724
H -5.6693 -1.5867 4.7501
H -8.2045 -0.9023 4.0667
H -8.4145 -1.3936 1.4077
Br -4.3051 -2.7587 -0.5814
Br -8.7992 -3.0486 -0.8529
Cl 4.8242 5.3152 -2.0346
*
```

4.
Here is C18H26LaN8OS as an isolated structure from OMol25. Energies are from ωB97M-V/def2-TZVPD.

E_tot: -44750.101 eV
E_HOMO: -10.64 eV
Kohn-Sham gap: 7.29 eV

ORCA input file:
```
! RIJCOSX wB97M-V def2-TZVPD def2/J DEFGRID3
* xyz 1 1
La -0.6485 0.4726 -0.2659
C -4.5043 5.3324 1.2539
C -4.3113 4.5890 -0.0555
N -2.9115 4.4880 -0.4601
C -2.0289 3.5471 -0.0941
S -2.6296 2.1570 0.7958
N -0.7769 3.8560 -0.4330
N 0.1433 2.8547 -0.2735
C 1.3829 3.1987 -0.2380
C 1.8613 4.6134 -0.2376
C 2.3914 2.0948 -0.2047
C 3.7407 2.3760 -0.0620
C 4.6567 1.3338 -0.0546
C 4.2088 0.0333 -0.1903
C 2.8488 -0.1717 -0.3281
N 1.9598 0.8247 -0.3402
H -5.5661 5.4077 1.4926
H -4.1008 6.3452 1.2009
H -4.0093 4.8070 2.0721
H -4.8384 5.0816 -0.8719
H -4.7106 3.5802 0.0097
H -2.4814 5.2879 -0.9004
H 1.0215 5.2907 -0.3290
H 2.5567 4.7921 -1.0605
H 2.3922 4.8316 0.6928
H 4.0747 3.3975 0.0421
H 5.7133 1.5420 0.0545
H 4.8867 -0.8083 -0.1966
H 2.4382 -1.1675 -0.4474
O -3.4688 -2.2436 -2.1574
C -2.6647 -1.3971 -2.0616
N -1.8133 -0.5461 -1.9321
C 1.7842 -4.5684 -1.4649
C 0.8864 -3.6135 -2.2119
N 0.4807 -2.5453 -1.2948
C 0.1339 -2.8265 0.0143
N -0.3737 -1.8428 0.7262
C -0.7612 -2.1392 2.1071
C -1.2531 -3.5634 2.2459
C -0.1406 -4.4819 1.7983
N 0.3804 -4.0615 0.4894
C 1.0201 -5.1281 -0.2885
H 2.6789 -4.0438 -1.1192
H 2.1053 -5.3835 -2.1117
H 0.0107 -4.1442 -2.5984
H 1.3961 -3.1544 -3.0560
H -0.1546 -1.8785 -1.7227
H -1.5383 -1.4341 2.4136
H 0.0867 -1.9834 2.7834
H -2.1379 -3.7114 1.6221
H -1.5293 -3.7878 3.2755
H -0.4974 -5.5059 1.6811
H 0.6762 -4.5003 2.5245
H 0.2535 -5.8334 -0.6232
H 1.6805 -5.6695 0.3902
*
```